# 1
# C42H69NO29

10 unconnected molecules or ions with the total composition C42H69NO29 in a non-equilibrium geometry (ωB97M-V/def2-TZVPD, the OMol25 dataset).

The calculation puts the gap between HOMO and LUMO at 8.770 eV. Its charge is 0.

Element x y z (Å)
C1 19.674 14.168 20.798
C2 18.347 14.325 20.173
C3 18.313 14.788 18.711
O1 17.436 13.890 18.061
C4 17.149 12.886 18.882
O2 16.511 11.885 18.577
O3 17.686 13.012 20.056
H1 20.421 13.865 20.059
H2 19.648 13.371 21.482
H3 20.063 15.071 21.261
H4 17.680 14.913 20.793
H5 19.294 14.842 18.267
H6 17.889 15.801 18.669
C5 13.936 20.347 16.685
C6 13.324 19.142 15.978
C7 12.577 18.135 16.857
O4 11.459 17.719 15.980
C8 11.298 18.641 14.984
O5 10.368 18.666 14.240
O6 12.239 19.552 15.053
H7 13.164 20.914 17.191
H8 14.358 20.885 15.853
H9 14.779 20.007 17.305
H10 14.064 18.611 15.410
H11 12.117 18.518 17.745
H12 13.145 17.268 17.102
C9 11.305 7.763 13.537
C10 11.514 9.133 12.783
C11 12.860 9.728 12.931
O7 13.164 10.033 11.552
C12 12.340 9.458 10.661
O8 12.515 9.496 9.508
O9 11.387 8.818 11.364
H13 10.263 7.353 13.335
H14 11.561 7.893 14.570
H15 11.976 7.037 13.043
H16 10.753 9.919 12.964
H17 13.664 9.084 13.351
H18 12.879 10.649 13.529
C13 12.426 15.604 21.533
C14 13.876 15.242 21.154
C15 13.890 13.992 20.211
O10 14.288 14.494 18.987
C16 14.710 15.776 19.058
O11 15.067 16.423 18.128
O12 14.464 16.280 20.316
H19 12.381 16.499 22.128
H20 11.849 14.845 22.028
H21 11.845 15.752 20.597
H22 14.548 15.062 22.021
H23 12.991 13.410 20.043
H24 14.688 13.342 20.527
C17 7.394 12.225 19.011
C18 8.745 12.078 18.382
C19 8.748 12.689 16.998
O13 9.247 14.019 17.126
C20 10.035 13.989 18.197
O14 10.812 14.840 18.551
O15 9.873 12.792 18.939
H25 7.372 11.930 20.082
H26 6.656 11.744 18.368
H27 7.161 13.295 18.971
H28 8.898 11.010 18.235
H29 7.762 12.828 16.599
H30 9.384 12.135 16.232
C21 18.935 15.183 13.291
C22 19.323 13.912 14.028
C23 20.717 13.409 13.712
O16 21.513 13.909 14.776
C24 20.698 14.323 15.768
O17 21.066 14.623 16.902
O18 19.394 14.110 15.420
H31 19.690 15.940 13.295
H32 18.049 15.612 13.727
H33 18.654 14.925 12.274
H34 18.642 13.091 13.836
H35 21.089 13.620 12.765
H36 20.738 12.325 13.892
C25 15.329 14.355 9.255
C26 15.696 13.555 10.438
C27 15.390 12.078 10.434
O19 16.517 11.499 11.135
C28 17.520 12.356 11.164
O20 18.642 12.056 11.568
O21 17.136 13.558 10.689
H37 14.266 14.234 9.048
H38 15.806 13.907 8.380
H39 15.569 15.403 9.304
H40 15.285 14.108 11.304
H41 15.354 11.629 9.400
H42 14.497 11.748 10.913
C29 9.645 17.255 11.383
C30 10.226 16.210 12.316
C31 9.695 14.817 12.111
O22 10.823 14.110 12.649
C32 11.939 14.838 12.537
O23 13.033 14.528 12.779
O24 11.615 16.129 12.101
H43 10.173 18.174 11.483
H44 8.585 17.385 11.439
H45 9.764 16.931 10.331
H46 10.117 16.523 13.357
H47 9.514 14.463 11.065
H48 8.815 14.480 12.708
C33 15.222 13.971 15.060
C34 14.120 13.467 15.899
C35 13.028 14.489 16.024
O25 11.861 13.659 15.975
C36 12.162 12.520 15.398
O26 11.350 11.687 15.036
O27 13.454 12.354 15.265
H49 14.952 14.199 14.064
H50 16.060 13.267 15.061
H51 15.704 14.709 15.647
H52 14.398 13.217 16.907
H53 13.045 15.176 15.161
H54 12.950 14.996 16.974
C37 22.603 7.471 15.621
O28 22.425 8.611 14.892
C38 22.550 9.841 15.621
C39 21.265 10.233 16.393
N1 20.128 10.580 15.527
C40 18.830 10.901 16.239
C41 17.611 10.846 15.378
O29 17.256 9.559 14.973
C42 16.120 9.598 14.209
H55 23.517 7.418 16.185
H56 22.674 6.669 14.871
H57 21.679 7.188 16.210
H58 22.760 10.627 14.893
H59 23.333 9.779 16.351
H60 21.472 11.185 16.931
H61 21.027 9.428 17.099
H62 19.984 9.921 14.811
H63 18.829 11.919 16.622
H64 18.767 10.234 17.139
H65 17.922 11.434 14.517
H66 16.818 11.371 15.864
H67 16.463 9.918 13.168
H68 15.311 10.288 14.577
H69 15.752 8.504 14.238

These are the Mulliken partial charges, in e, on atoms 1 to 5: atom 1 (C): -1.5951, atom 2 (C): 0.5617, atom 3 (C): -0.3059, atom 4 (O): 0.4214, atom 5 (C): 0.3473

---

# 2
# C42H70N3O35P

11 unconnected molecules or ions with the total composition C42H70N3O35P in a non-equilibrium geometry (ωB97M-V/def2-TZVPD, the OMol25 dataset).

The calculation puts the gap between HOMO and LUMO at 8.586 eV. Its charge is 0.

Element x y z (Å)
C1 1.588 -3.453 3.292
C2 2.573 -3.684 2.146
O1 1.828 -4.039 0.999
C3 2.439 -3.733 -0.258
C4 1.424 -3.053 -1.181
O2 1.747 -1.707 -1.443
P1 0.950 -0.537 -0.390
C5 2.277 0.638 -0.917
C6 3.651 0.333 -0.336
O3 4.646 0.794 -1.278
C7 5.286 1.919 -0.915
O4 5.743 2.692 -1.726
C8 0.223 0.751 0.827
C9 1.093 1.069 2.075
C10 1.713 2.460 2.034
O5 2.162 0.147 2.313
C11 -0.614 -0.576 -1.388
C12 -1.846 -1.380 -0.838
N1 -3.003 -0.487 -0.959
N2 -2.095 -2.517 -1.742
N3 -1.762 -1.866 0.536
H1 2.112 -3.230 4.222
H2 0.946 -4.324 3.409
H3 0.966 -2.587 3.045
H4 3.257 -4.491 2.434
H5 3.136 -2.760 1.975
H6 2.775 -4.670 -0.711
H7 3.318 -3.095 -0.133
H8 1.407 -3.584 -2.138
H9 0.424 -3.180 -0.745
H10 1.099 -1.474 0.650
H11 2.360 0.491 -1.997
H12 1.983 1.667 -0.763
H13 3.777 0.891 0.595
H14 3.780 -0.723 -0.107
H15 5.411 2.110 0.167
H16 -0.775 0.471 1.178
H17 0.078 1.685 0.275
H18 0.437 1.048 2.958
H19 1.003 3.212 2.374
H20 2.059 2.736 1.035
H21 2.587 2.463 2.690
H22 1.796 -0.712 2.548
H23 -0.892 0.461 -1.584
H24 -0.359 -1.005 -2.352
H25 -2.755 0.448 -0.660
H26 -3.766 -0.820 -0.378
H27 -1.853 -3.372 -1.250
H28 -3.097 -2.566 -1.895
H29 -0.894 -2.315 0.793
H30 -2.065 -1.192 1.218
O6 -6.434 -2.577 -0.882
C13 -6.726 -1.547 -1.410
O7 -7.909 -1.315 -2.023
C14 -7.976 0.080 -2.337
C15 -6.514 0.471 -2.387
O8 -5.921 -0.469 -1.483
H31 -8.497 0.225 -3.280
H32 -8.514 0.594 -1.540
H33 -6.075 0.325 -3.376
H34 -6.326 1.485 -2.058
O9 -4.973 2.049 -0.122
C16 -5.870 2.607 0.429
O10 -7.163 2.204 0.375
C17 -7.911 2.972 1.332
C18 -7.064 4.216 1.473
O11 -5.748 3.718 1.178
H35 -8.911 3.168 0.957
H36 -7.978 2.403 2.260
H37 -7.321 4.981 0.738
H38 -7.090 4.649 2.469
O12 0.818 3.242 -1.980
C19 1.621 4.063 -2.296
O13 1.783 4.551 -3.540
C20 2.730 5.626 -3.483
C21 3.505 5.306 -2.220
O14 2.528 4.595 -1.445
H39 3.343 5.631 -4.379
H40 2.183 6.568 -3.412
H41 4.354 4.644 -2.399
H42 3.841 6.188 -1.681
O15 1.684 -6.964 -1.877
C22 0.570 -6.696 -2.208
O16 -0.538 -7.234 -1.658
C23 -1.673 -6.504 -2.141
C24 -1.158 -5.928 -3.441
O17 0.253 -5.818 -3.178
H43 -2.521 -7.171 -2.272
H44 -1.928 -5.735 -1.409
H45 -1.308 -6.599 -4.283
H46 -1.573 -4.954 -3.680
O18 -3.548 -6.454 -5.327
C25 -4.503 -5.948 -4.832
O19 -5.764 -6.408 -4.962
C26 -6.603 -5.697 -4.048
C27 -5.830 -4.415 -3.828
O20 -4.474 -4.839 -4.050
H47 -7.586 -5.541 -4.484
H48 -6.704 -6.285 -3.134
H49 -6.081 -3.647 -4.563
H50 -5.950 -4.010 -2.827
O21 11.512 0.356 1.170
C28 10.381 0.589 0.900
O22 9.309 0.018 1.506
C29 8.128 0.708 1.081
C30 8.567 1.308 -0.236
O23 9.977 1.462 -0.056
H51 7.299 0.011 0.983
H52 7.871 1.467 1.821
H53 8.398 0.630 -1.075
H54 8.102 2.266 -0.454
O24 -2.949 7.393 2.515
C31 -2.212 6.552 2.112
O25 -0.993 6.787 1.577
C32 -0.312 5.535 1.443
C33 -1.460 4.548 1.385
O26 -2.476 5.224 2.140
H55 0.304 5.531 0.548
H56 0.326 5.393 2.318
H57 -1.824 4.388 0.370
H58 -1.236 3.585 1.837
O27 5.811 2.610 2.924
C34 5.175 3.011 3.844
O28 5.361 2.638 5.128
C35 4.573 3.488 5.966
C36 3.494 3.963 5.013
O29 4.161 3.903 3.748
H59 4.189 2.927 6.813
H60 5.201 4.304 6.326
H61 2.635 3.290 4.987
H62 3.155 4.976 5.210
O30 -7.495 5.052 4.898
C37 -6.339 5.118 5.172
O31 -5.844 5.497 6.370
C38 -4.435 5.230 6.379
C39 -4.099 5.226 4.901
O32 -5.340 4.823 4.315
H63 -3.910 5.996 6.943
H64 -4.270 4.259 6.850
H65 -3.847 6.217 4.523
H66 -3.314 4.528 4.629
O33 6.513 -7.412 -6.122
C40 5.824 -7.231 -5.171
O34 5.981 -6.212 -4.290
C41 4.841 -6.188 -3.422
C42 4.341 -7.613 -3.507
O35 4.774 -8.006 -4.817
H67 5.139 -5.893 -2.419
H68 4.116 -5.469 -3.809
H69 4.812 -8.266 -2.771
H70 3.264 -7.690 -3.418

These are the Mulliken partial charges, in e, on atoms 1 to 5: atom 1 (C): -1.1914, atom 2 (C): 0.0135, atom 3 (O): -0.3971, atom 4 (C): -0.4258, atom 5 (C): 0.0980

---

# 3
# C42H73BBrCaCsF3N6O12S

A molecular structure, C42H73BBrCaCsF3N6O12S in a non-equilibrium geometry (ωB97M-V/def2-TZVPD, the OMol25 dataset).

The calculation puts the gap between HOMO and LUMO at 2.794 eV. Its relative energy (zero: lowest compared OMol25 entry of this formula, charge and spin) is 1.175 eV. Its charge is +1.

Element x y z (Å)
C1 4.595 3.943 -0.972
C2 4.233 2.440 -0.527
C3 2.772 2.169 -0.976
Br1 2.638 2.257 -2.958
C4 2.124 0.831 -0.436
C5 0.878 1.006 0.299
C6 0.183 -0.155 0.798
C7 0.699 -1.511 0.578
C8 1.951 -1.764 -0.124
C9 2.488 -3.199 -0.349
C10 2.649 -0.578 -0.629
S1 4.216 -0.935 -1.550
C11 -0.379 -2.462 1.236
O1 -0.336 -3.558 1.665
N1 -1.553 -1.635 1.262
C12 -2.538 -1.854 0.164
C13 -3.138 -0.552 -0.456
C14 -2.199 0.163 -1.509
N2 -1.277 -0.755 -2.195
C15 -1.165 -0.301 1.583
O2 -1.734 0.430 2.299
H1 5.466 4.368 -0.416
H2 4.697 4.019 -2.082
H3 3.678 4.543 -0.720
H4 4.985 1.779 -1.056
H5 4.415 2.375 0.615
H6 2.173 3.035 -0.593
H7 0.463 2.016 0.472
H8 2.489 -3.387 -1.451
H9 3.500 -3.306 0.109
H10 1.813 -3.954 0.121
H11 5.122 -1.223 -0.519
H12 -2.128 -2.530 -0.629
H13 -3.400 -2.422 0.607
H14 -4.043 -0.880 -1.036
H15 -3.533 0.156 0.315
H16 -2.874 0.702 -2.227
H17 -1.601 0.967 -1.005
H18 -1.846 -1.298 -2.848
H19 -0.647 -0.190 -2.763
C16 8.668 6.105 2.297
C17 7.773 6.202 1.090
O3 7.581 5.240 0.331
N3 7.172 7.379 0.849
C18 7.267 8.610 1.615
H20 9.081 5.100 2.362
H21 9.494 6.812 2.210
H22 8.098 6.304 3.205
H23 6.587 7.373 0.026
H24 6.266 8.885 1.948
H25 7.653 9.393 0.962
H26 7.919 8.506 2.477
O4 -7.241 -2.833 2.086
C19 -6.272 -3.308 2.596
O5 -5.341 -4.039 1.924
C20 -4.372 -4.548 2.854
C21 -4.455 -3.633 4.059
C22 -5.920 -3.232 4.061
H27 -4.632 -5.581 3.099
H28 -3.382 -4.531 2.397
H29 -4.127 -4.108 4.983
H30 -3.833 -2.748 3.897
H31 -6.536 -3.946 4.611
H32 -6.061 -2.225 4.447
C23 -1.897 5.231 -6.692
O6 -1.244 4.019 -6.316
C24 -0.060 3.779 -7.086
C25 1.200 4.131 -6.288
O7 1.286 5.523 -6.059
C26 0.909 5.892 -4.734
H33 -2.650 5.457 -5.939
H34 -1.199 6.066 -6.750
H35 -2.395 5.097 -7.655
H36 -0.091 4.327 -8.031
H37 -0.040 2.710 -7.318
H38 2.078 3.849 -6.879
H39 1.237 3.573 -5.339
H40 1.694 5.600 -4.029
H41 -0.040 5.435 -4.439
H42 0.798 6.974 -4.701
Ca1 6.013 1.141 -0.131
B1 2.387 9.179 -2.023
O8 3.386 9.323 -0.933
C27 3.253 8.292 -0.126
O9 3.919 8.101 0.862
C28 2.158 7.404 -0.635
O10 1.786 6.372 -0.125
O11 1.653 7.918 -1.738
F1 3.038 9.086 -3.270
F2 1.501 10.265 -2.018
N4 -5.489 8.112 -8.531
C29 -5.254 6.766 -8.605
C30 -5.526 6.222 -7.376
C31 -5.948 7.280 -6.530
C32 -5.917 8.432 -7.271
H43 -5.368 8.764 -9.285
H44 -4.913 6.314 -9.522
H45 -5.435 5.180 -7.114
H46 -6.241 7.205 -5.495
H47 -6.161 9.449 -7.012
F3 -2.039 0.888 -3.854
Cs1 -0.772 1.800 -5.582
C33 6.599 -6.305 5.083
C34 5.178 -5.812 4.849
N5 4.882 -5.504 3.457
C35 3.620 -4.797 3.283
C36 2.334 -5.519 3.637
C37 5.137 -6.567 2.496
C38 4.401 -7.896 2.691
H48 7.332 -5.581 4.722
H49 6.767 -6.447 6.152
H50 6.787 -7.264 4.597
H51 5.052 -4.901 5.442
H52 4.478 -6.552 5.260
H53 3.544 -4.453 2.245
H54 3.667 -3.880 3.881
H55 2.055 -6.250 2.878
H56 1.526 -4.784 3.685
H57 2.377 -6.021 4.604
H58 6.212 -6.773 2.492
H59 4.934 -6.196 1.486
H60 4.383 -8.215 3.734
H61 4.904 -8.681 2.120
H62 3.377 -7.847 2.324
C39 -8.293 -9.523 4.048
C40 -7.478 -8.626 4.973
C41 -8.050 -7.203 5.109
O12 -7.783 -6.357 4.001
C42 -8.686 -6.504 2.915
N6 -6.085 -8.608 4.513
H63 -8.142 -9.284 2.995
H64 -8.003 -10.567 4.182
H65 -9.361 -9.446 4.267
H66 -7.503 -9.082 5.968
H67 -7.561 -6.726 5.964
H68 -9.123 -7.221 5.335
H69 -9.702 -6.725 3.253
H70 -8.336 -7.280 2.232
H71 -8.702 -5.563 2.363
H72 -5.527 -8.082 5.182
H73 -6.053 -8.036 3.671

These are the Mulliken partial charges, in e, on atoms 1 to 5: atom 1 (C): -0.8696, atom 2 (C): -0.5840, atom 3 (C): -0.7260, atom 4 (Br): -0.0289, atom 5 (C): 0.5469